Computed, not measured: a structure of composition C34H43Cl2N4O3SbZn in a non-equilibrium geometry, with ωB97M-V/def2-TZVPD.

Its lowest unoccupied orbital energy is 4.04 eV. For the HOMO-LUMO gap, the calculation gives 4.42 eV. As for the calculated total energy: -4706.1181 Ha. Its energy above the lowest of the compared OMol25 structures with the same formula, charge and spin is 0.00 kcal/mol.

```
! wB97M-V def2-TZVPD RIJCOSX def2/J DEFGRID3
* xyz -2 1
Zn 1.46688 1.62032 -0.41861
O -2.46374 1.87137 -4.22528
C -1.92769 0.65310 -4.51511
C -2.44526 -0.09292 -5.58448
C -1.95318 -1.35473 -5.84804
C -0.96236 -1.92196 -5.07735
C -0.40822 -1.17646 -4.05494
C -0.86378 0.10635 -3.76349
C -0.14769 0.88080 -2.69760
O 0.99378 0.49624 -2.31201
N -0.78467 1.94363 -2.26868
N -0.07735 2.62033 -1.31831
C -0.50153 3.76887 -0.97739
C 0.11359 4.70529 -0.06239
C -0.59044 5.85225 0.34321
C -0.06356 6.80704 1.20985
C 1.22613 6.59191 1.73019
C 1.96160 5.51280 1.31066
C 1.45848 4.53509 0.39273
O 2.20384 3.56644 0.04967
H -1.96806 2.18808 -3.40754
H -3.24256 0.33195 -6.19023
H -2.35171 -1.94441 -6.68578
H -0.64989 -2.94204 -5.27465
H 0.34770 -1.56916 -3.39579
H -1.39675 4.10509 -1.47477
H -1.60091 5.96625 -0.04154
H -0.68731 7.62506 1.54249
H 1.62403 7.29751 2.45219
H 2.94577 5.27964 1.73806
C -1.74931 -4.22154 -1.76009
C -0.33921 -4.23913 -1.09719
C -0.26325 -5.43085 -0.13582
Sb 0.07573 -2.23477 -0.22392
C -0.36216 -2.69492 1.81725
C -1.89774 -2.82631 1.97975
C 0.13342 -1.49488 2.67489
C 2.21850 -2.35175 -0.18840
C 2.77881 -2.34470 -1.63494
C 2.84255 -3.47446 0.61030
H -1.99505 -5.20020 -2.19073
H -1.82035 -3.48873 -2.57410
H -2.49785 -3.96790 -1.00540
H 0.44109 -4.27565 -1.88120
H -1.02716 -5.36411 0.63341
H 0.69688 -5.56269 0.35757
H -0.43950 -6.36512 -0.71512
H 0.14697 -3.62774 2.11451
H -2.37497 -1.90667 1.61173
H -2.15571 -2.97061 3.04475
H -2.32108 -3.67140 1.39799
H -0.38778 -0.58483 2.36055
H 1.19847 -1.30530 2.56534
H -0.05671 -1.67963 3.74451
H 2.46938 -1.37221 0.25965
H 2.47034 -3.25139 -2.18810
H 3.88182 -2.37764 -1.59464
H 2.46342 -1.46673 -2.17991
H 2.68764 -4.42224 0.11463
H 2.48252 -3.52517 1.62595
H 3.93300 -3.29557 0.68787
C -5.01311 0.48484 1.35958
C -3.75736 1.19622 1.79619
C -3.36955 0.72776 3.20865
C -3.91664 2.71460 1.79463
C -2.63092 0.90746 0.89514
N -1.70705 0.74233 0.24167
H -5.79075 0.74856 2.08076
H -4.84779 -0.59239 1.39789
H -5.33509 0.78614 0.36986
H -4.15486 1.05686 3.87899
H -2.40287 1.17289 3.51912
H -3.29606 -0.37686 3.26361
H -4.68837 3.01263 2.50928
H -4.21677 3.06191 0.77873
H -2.96654 3.24430 2.02647
Cl 2.82642 0.57892 4.17394
C 3.92074 0.55866 2.77109
C 5.27147 0.52251 3.09436
C 6.27245 0.70269 2.14072
C 5.84614 0.89429 0.82631
C 4.49202 0.89597 0.50826
Cl 4.09537 1.15684 -1.18793
C 3.34586 0.72006 1.40478
N 2.06373 0.66858 1.13811
H 5.57263 0.42372 4.13512
H 7.30847 0.62546 2.42660
H 6.59057 1.03619 0.04189
*
```